Molecular formula: C19H25BF17O6
Method: DFT, ωB97M-V/def2-TZVPD

Positions of all 68 atoms, in Å:
C (-1.91277, -1.93289, -5.99513)
C (-0.50722, -1.72076, -6.55271)
C (0.60280, -1.61714, -5.50970)
O (1.48592, -0.92147, -5.73344)
O (0.54576, -2.37060, -4.40466)
C (0.56684, -1.56802, -3.19619)
C (-0.82665, -0.96535, -2.94722)
C (-1.03463, -0.55364, -1.47145)
O (-0.00182, -0.80059, -0.58645)
B (0.42798, 0.47689, 0.07505)
O (-0.14346, 1.56602, -0.78668)
C (-1.31200, 0.97240, -1.24086)
C (-2.19966, 1.72928, -2.22857)
C (-1.46968, 2.48306, -3.36153)
F (-0.16004, 2.14094, -3.52072)
H (-2.58928, -2.00345, -6.85170)
H (-2.26180, -1.09394, -5.40762)
H (-2.02571, -2.86823, -5.45851)
H (-0.49329, -0.78687, -7.10210)
H (-0.24308, -2.49980, -7.26511)
H (0.84431, -2.14995, -2.32678)
H (1.25813, -0.73192, -3.25617)
H (-0.91565, -0.13166, -3.64488)
H (-1.56697, -1.71711, -3.21306)
H (-1.96400, -1.06629, -1.17973)
H (1.60845, 0.50231, 0.01947)
H (-0.11696, 0.69509, 1.17248)
H (-1.93121, 0.94070, -0.31577)
H (-2.85930, 2.41845, -1.70848)
H (-2.84469, 0.98830, -2.70587)
H (-1.61456, 3.55632, -3.25710)
H (-1.96558, 2.22102, -4.30237)
C (-3.69706, -1.41422, 3.33013)
C (-3.77049, -0.50639, 2.09533)
C (-3.23133, 0.91147, 2.27199)
F (-3.90197, 1.58960, 3.24210)
F (-3.37878, 1.60264, 1.12101)
F (-5.04842, -0.48337, 1.63390)
F (-3.02872, -1.10296, 1.13474)
O (-4.86702, -1.50654, 4.13590)
C (-5.09613, -0.52389, 5.06742)
C (-6.32740, 0.31625, 4.72740)
F (-6.22700, 0.85843, 3.50100)
F (-6.44958, 1.33190, 5.61869)
F (-3.99956, 0.23586, 5.23924)
F (-5.32671, -1.14899, 6.24730)
H (-3.55943, -2.42338, 2.94687)
H (-2.81123, -1.21334, 3.93145)
H (-2.16486, 0.90071, 2.51773)
H (-7.22928, -0.29923, 4.76457)
C (5.13855, -0.71021, 1.97857)
C (4.32873, 0.57611, 1.76152)
C (4.91607, 1.58280, 0.77476)
F (6.14825, 2.00786, 1.16255)
F (4.11926, 2.67070, 0.70873)
F (4.09481, 1.16116, 2.96414)
F (3.13030, 0.19607, 1.27367)
O (6.01752, -0.74191, 3.09955)
C (7.25811, -0.17180, 2.96988)
C (7.41698, 1.06816, 3.84944)
F (6.46231, 1.97812, 3.58885)
F (8.61922, 1.65082, 3.60779)
F (7.53189, 0.08972, 1.67759)
F (8.15981, -1.09691, 3.37970)
H (4.40638, -1.48572, 2.19348)
H (5.64122, -1.03547, 1.06809)
H (4.98457, 1.15022, -0.22706)
H (7.36080, 0.79465, 4.90555)

Atomic forces in eV per Å
C -0.2 -0.3 -1.0
C -0.6 -0.4 0.8
C -3.5 -2.6 -0.4
O 4.7 3.8 -0.9
O -0.7 -0.4 0.7
C -0.7 0.7 0.8
C 1.1 -0.6 -0.1
C -0.8 1.3 -0.4
O 0.0 -0.6 -0.2
B -0.4 0.7 -0.7
O 0.4 -0.2 -1.2
C -1.2 -0.2 1.9
C 0.9 -0.2 -0.7
C -1.6 -0.3 -0.2
F 0.6 0.1 0.0
H -0.1 0.0 0.0
H 0.1 0.0 0.3
H 0.1 0.0 0.3
H 0.2 0.2 -0.1
H 0.0 -0.2 0.0
H 0.2 -0.5 -0.3
H 0.4 -0.2 -0.3
H -0.3 0.2 0.1
H -0.1 -0.1 -0.1
H 0.1 -0.1 0.2
H 0.2 0.2 0.2
H 0.1 -0.5 0.5
H -0.1 -0.3 -0.5
H 0.1 0.2 0.2
H -0.1 -0.1 0.1
H 0.6 0.2 0.2
H 0.0 0.0 -0.2
C 0.4 -0.7 0.0
C -0.5 -0.2 0.0
C 0.6 0.6 -0.2
F 0.2 0.0 -0.4
F -0.4 0.0 0.2
F 0.0 0.1 0.0
F 0.2 0.1 0.1
O -0.2 0.6 -0.1
C 0.8 -0.6 -0.1
C -0.5 0.3 -0.1
F -0.2 -0.1 0.2
F 0.1 -0.1 0.1
F -0.3 0.0 0.5
F -0.3 0.1 0.1
H -0.1 0.0 -0.1
H 0.0 0.3 -0.1
H 0.0 -0.2 0.0
H 0.1 -0.1 0.1
C -0.3 -0.7 -0.1
C -0.1 -0.2 0.6
C -0.2 0.5 -0.4
F -0.4 0.1 -0.3
F 0.0 -0.1 0.1
F 0.1 0.1 -0.1
F 0.7 -0.1 0.1
O 0.2 0.7 -0.1
C -0.5 -0.7 -0.6
C 0.1 0.4 0.4
F 0.2 -0.1 0.3
F 0.0 -0.2 0.0
F 0.5 -0.1 0.2
F 0.2 0.2 0.2
H -0.1 0.1 0.1
H 0.1 0.3 0.0
H 0.0 -0.1 0.1
H 0.0 -0.1 0.0

The LUMO energy comes out at 2.49 eV. The gap between HOMO and LUMO is 6.67 eV. Its net charge is -1. Its HOMO energy is -4.2 eV.

Here are the natural (NBO) charges for atoms 1 to 8, given in e: number 1, C, carries -0.606; number 2, C, carries -0.507; number 3, C, carries 0.814; number 4, O, carries -0.564; number 5, O, carries -0.548; number 6, C, carries -0.079; number 7, C, carries -0.461; number 8, C, carries 0.112


Molecular formula: C28H29Cl2CrN2O3S2
Method: DFT, ωB97M-V/def2-TZVPD

Positions of all 67 atoms, in Å:
Cr (0.14046, -0.34973, -2.23581)
S (1.24564, -0.65094, -0.25797)
C (0.28897, 0.13724, 0.91689)
N (0.77083, 0.56433, 2.04478)
C (-0.12391, 1.16548, 3.04660)
C (-1.43227, 0.42683, 3.04630)
N (-1.98305, 0.41837, 1.68090)
C (-3.46008, 0.46418, 1.58099)
C (-4.07749, -0.55186, 2.50625)
C (-3.85363, -1.90876, 2.28678)
C (-4.40433, -2.85110, 3.13899)
C (-5.18886, -2.44176, 4.21129)
C (-5.42090, -1.09254, 4.42808)
C (-4.86208, -0.14696, 3.57768)
C (-1.18620, 0.32255, 0.65047)
S (-1.72111, 0.39037, -0.95351)
C (2.19550, 0.47436, 2.44210)
C (2.35978, -0.52223, 3.56224)
C (2.08341, -1.87011, 3.34448)
C (2.21919, -2.78132, 4.37891)
C (2.63642, -2.35215, 5.63356)
C (2.91801, -1.01276, 5.85200)
C (2.77622, -0.09686, 4.81739)
H (-0.24909, 2.22601, 2.81645)
H (0.35633, 1.06827, 4.01780)
H (-2.15027, 0.92332, 3.69519)
H (-1.31573, -0.59946, 3.40001)
H (-3.73273, 0.28259, 0.54507)
H (-3.77473, 1.47566, 1.84435)
H (-3.25646, -2.22951, 1.43849)
H (-4.23484, -3.90506, 2.96385)
H (-5.62525, -3.17804, 4.87254)
H (-6.03878, -0.77318, 5.25630)
H (-5.05041, 0.90784, 3.74410)
H (2.48663, 1.47260, 2.77159)
H (2.77995, 0.21355, 1.56452)
H (1.77937, -2.21270, 2.36076)
H (2.01339, -3.82918, 4.20611)
H (2.74951, -3.06607, 6.43813)
H (3.25167, -0.67829, 6.82488)
H (3.00643, 0.94914, 4.98712)
Cl (-1.47016, -0.88855, -4.18121)
C (-1.27691, -2.63343, -3.83806)
Cl (-0.83624, -2.81997, -2.12485)
H (-0.46590, -3.01417, -4.44605)
H (-2.21894, -3.13257, -4.02970)
C (1.02235, 5.53557, -5.24246)
O (1.75670, 4.54304, -5.96643)
C (1.80635, 3.30553, -5.50270)
C (2.55987, 2.39549, -6.27547)
C (2.67588, 1.10272, -5.87068)
C (2.03753, 0.61926, -4.69805)
C (2.17764, -0.73534, -4.27775)
C (3.13332, -1.70129, -4.90292)
O (1.50564, -1.21152, -3.31590)
C (1.28631, 1.55545, -3.94326)
O (0.67753, 1.22944, -2.78370)
C (1.18054, 2.87959, -4.33270)
H (1.12925, 6.45102, -5.81291)
H (1.44317, 5.67063, -4.24570)
H (-0.03115, 5.26137, -5.17940)
H (3.03375, 2.75192, -7.17881)
H (3.25423, 0.42813, -6.48344)
H (3.79884, -1.26615, -5.63717)
H (2.56770, -2.51199, -5.36550)
H (3.72801, -2.14525, -4.10397)
H (0.60921, 3.54896, -3.70786)

Atomic forces in eV per Å
Cr -0.1 0.1 -0.1
S 0.0 0.0 0.0
C 0.0 0.0 -0.1
N 0.0 0.1 0.1
C 0.0 0.0 0.0
C 0.0 0.0 0.0
N 0.0 0.0 0.1
C -0.1 0.0 0.0
C 0.0 0.0 0.0
C 0.0 0.0 0.0
C 0.0 0.0 0.0
C 0.0 0.0 0.0
C 0.0 0.0 0.0
C 0.0 0.0 0.0
C 0.0 0.0 -0.1
S 0.1 0.0 0.0
C 0.0 -0.1 0.0
C 0.0 0.0 0.0
C 0.0 0.0 0.0
C 0.0 0.0 0.0
C 0.0 0.0 0.0
C 0.0 0.0 0.0
C 0.0 0.0 0.0
H 0.0 0.0 0.0
H 0.0 0.0 0.0
H 0.0 0.0 0.0
H 0.0 0.0 0.0
H 0.0 0.0 0.0
H 0.0 0.0 0.0
H 0.0 0.0 0.0
H 0.0 0.0 0.0
H 0.0 0.0 0.0
H 0.0 0.0 0.0
H 0.0 0.0 0.0
H 0.0 0.0 0.0
H 0.0 0.0 0.0
H 0.0 0.0 0.0
H 0.0 0.0 0.0
H 0.0 0.0 0.0
H 0.0 0.0 0.0
H 0.0 0.0 0.0
Cl 0.0 0.0 0.0
C 0.0 0.0 0.0
Cl -0.1 -0.1 0.0
H 0.0 0.0 0.0
H 0.0 0.0 0.0
C 0.0 0.0 0.0
O 0.0 0.0 0.0
C 0.0 0.0 0.0
C 0.0 0.0 0.0
C 0.0 0.0 0.0
C 0.0 0.1 0.0
C 0.0 -0.1 0.1
C 0.0 0.0 0.0
O 0.0 0.1 0.0
C 0.0 -0.1 0.0
O 0.0 -0.1 0.0
C 0.0 0.0 0.0
H 0.0 0.0 0.0
H 0.0 0.0 0.0
H 0.0 0.0 0.0
H 0.0 0.0 0.0
H 0.0 0.0 0.0
H 0.0 0.0 0.0
H 0.0 0.0 0.0
H 0.0 0.0 0.0
H 0.0 0.0 0.0

The LUMO energy (spin up / spin down) comes out at -6.78 / -6.82 eV. The gap between HOMO and LUMO (spin up / spin down) is 7.04 / 6.98 eV. Its net charge is +2. Its HOMO energy (spin up / spin down) is -13.8 / -13.8 eV. As for the spin multiplicity: 2. The expectation value of S² is 0.776.

Here are the natural (NBO) charges for atoms 1 to 8, given in e: number 1, Cr, carries 0.790; number 2, S, carries 0.048; number 3, C, carries 0.154; number 4, N, carries -0.280; number 5, C, carries -0.245; number 6, C, carries -0.243; number 7, N, carries -0.295; number 8, C, carries -0.259


Molecular formula: C28H30N2O3
Method: DFT, ωB97M-V/def2-TZVPD

Positions of all 63 atoms, in Å:
C (1.01161, -0.67767, -3.14221)
C (0.41716, -1.77854, -2.30289)
C (-1.02468, -1.81459, -2.02242)
C (-1.73249, -3.08700, -2.35609)
C (-3.03473, -2.84082, -3.13878)
C (-3.87458, -1.94760, -2.27610)
O (-3.17731, -0.70135, -1.95151)
C (-1.81814, -0.58295, -1.97414)
O (-1.34858, 0.55145, -1.92270)
O (1.14097, -2.70215, -1.88227)
H (0.62029, 0.28924, -2.82283)
H (2.10257, -0.70134, -3.03965)
H (0.75061, -0.82017, -4.20414)
H (-1.08107, -3.74038, -2.95135)
H (-1.98544, -3.61644, -1.41834)
H (-2.83042, -2.38553, -4.12088)
H (-3.56062, -3.78399, -3.32440)
H (-4.79812, -1.63693, -2.77095)
H (-4.12541, -2.45775, -1.33363)
C (-3.03904, -1.09516, 1.29478)
C (-2.12838, -0.01071, 1.67320)
N (-2.54154, 1.01989, 2.45425)
C (-3.88027, 1.15640, 3.00228)
C (-1.48279, 1.88989, 2.71932)
C (-0.32566, 1.36463, 2.08735)
C (0.88521, 1.98175, 2.38643)
C (0.90361, 3.15433, 3.15755)
C (-0.26943, 3.68154, 3.72090)
C (-1.49083, 3.02200, 3.52346)
C (-0.75823, 0.17511, 1.32782)
C (-0.00052, -0.66581, 0.49553)
C (1.33542, -0.33063, 0.17916)
C (2.52058, -1.08307, 0.40217)
C (2.66638, -2.42651, 0.97686)
N (3.59378, -0.36100, -0.02563)
C (4.96899, -0.83006, -0.01211)
C (3.17923, 0.88058, -0.51647)
C (1.76717, 0.93553, -0.39584)
C (1.09612, 2.07689, -0.80846)
C (1.83659, 3.14839, -1.31557)
C (3.23810, 3.08952, -1.40145)
C (3.93238, 1.93608, -1.01024)
H (-2.47424, -1.83386, 0.72012)
H (-3.47280, -1.59238, 2.17663)
H (-3.85985, -0.71025, 0.66894)
H (-3.96250, 2.13161, 3.48452)
H (-4.62372, 1.08351, 2.19970)
H (-4.09309, 0.37359, 3.74423)
H (1.81513, 1.54726, 2.02966)
H (1.85168, 3.66685, 3.33166)
H (-0.22838, 4.59311, 4.31813)
H (-2.42128, 3.37491, 3.96569)
H (-0.34688, -1.68527, 0.31270)
H (1.71733, -2.69090, 1.44948)
H (2.87730, -3.16650, 0.19319)
H (3.46266, -2.45936, 1.73238)
H (5.61092, -0.02943, -0.38806)
H (5.28065, -1.09561, 1.00552)
H (5.08622, -1.71387, -0.65291)
H (0.01222, 2.09247, -0.74998)
H (1.30903, 4.04364, -1.64380)
H (3.78457, 3.95055, -1.78499)
H (5.01652, 1.84483, -1.07285)

Atomic forces in eV per Å
C 0.4 0.2 0.1
C -0.6 -0.6 0.6
C -0.2 1.9 -0.9
C -0.2 -0.9 0.3
C 0.5 -0.1 0.2
C 0.3 0.8 0.1
O -1.0 -0.2 0.0
C 1.8 -1.4 -0.8
O -0.7 0.2 0.4
O -0.3 0.4 -0.5
H 0.1 -0.1 -0.2
H -0.2 0.0 -0.1
H 0.0 -0.1 0.4
H 0.0 0.1 0.4
H -0.1 -0.4 -0.4
H 0.0 0.0 0.3
H 0.0 0.1 0.1
H 0.1 0.1 0.1
H 0.0 0.1 -0.1
C -0.3 -0.5 -0.3
C 0.6 1.1 0.2
N -0.1 -0.7 -0.4
C -0.1 -0.1 -0.1
C 0.6 -0.3 -0.1
C -0.7 0.4 0.2
C 0.3 0.4 0.0
C -0.2 -0.3 0.0
C -0.2 -0.4 -0.3
C 0.4 0.2 0.0
C -0.4 0.2 0.0
C 0.1 -0.7 1.7
C 1.4 0.3 -0.2
C -0.9 1.0 -1.2
C -0.1 -0.4 0.3
N -0.2 -0.1 0.2
C 0.0 -0.1 0.0
C -0.7 -0.2 0.2
C 0.9 -0.2 0.3
C 0.0 0.4 -0.2
C -0.1 -0.3 0.2
C 0.1 -0.4 0.1
C -0.1 0.3 -0.1
H -0.3 0.1 0.0
H 0.1 0.2 -0.2
H 0.3 -0.2 0.1
H -0.1 -0.2 -0.1
H 0.2 0.1 0.2
H 0.1 0.2 -0.2
H -0.2 0.3 0.0
H -0.3 -0.2 0.0
H 0.0 -0.3 -0.2
H 0.3 0.0 0.0
H 0.1 0.3 0.1
H 0.2 -0.2 0.0
H 0.0 0.2 0.1
H -0.2 0.0 -0.1
H -0.1 -0.3 0.1
H 0.0 0.1 -0.2
H -0.1 0.2 0.1
H 0.1 0.2 -0.1
H 0.2 -0.2 0.1
H -0.1 -0.3 0.1
H -0.3 0.3 -0.1

The LUMO energy comes out at -1.03 eV. The gap between HOMO and LUMO is 5.19 eV. Its HOMO energy is -6.2 eV.

Here are the natural (NBO) charges for atoms 1 to 8, given in e: number 1, C, carries -0.730; number 2, C, carries 0.579; number 3, C, carries -0.469; number 4, C, carries -0.391; number 5, C, carries -0.431; number 6, C, carries -0.057; number 7, O, carries -0.554; number 8, C, carries 0.751